[1]
A 2-piece molecular cluster, C2H6OS overall in a non-equilibrium geometry, computed with the ωB97M-V functional and the def2-TZVPD basis.

Positions of all 10 atoms, in Å:
1 C -0.0669 -0.6988 0.8501
2 C -0.1976 0.6375 0.2315
3 O -0.4996 0.1786 -2.0462
4 S 1.1661 1.6126 -0.0754
5 H -1.0336 -1.0626 1.1902
6 H 0.6048 -0.6299 1.7095
7 H 0.3617 -1.4226 0.1564
8 H -1.1148 1.1973 0.2934
9 H -1.2493 -0.4190 -2.0439
10 H 2.0293 0.6070 -0.2657

Summary:
E_HOMO (spin up / spin down): -0.342 / -0.306 hartree
E_tot: -15050.818 eV
M: 78.136 g mol⁻¹
relative energy (zero: lowest compared OMol25 entry of this formula, charge and spin): 60.3 kcal per mole
charge: 0

natural (NBO) atomic charge list, values in e, 2 entries: -0.701, -0.075


[2]
A 3-piece molecular cluster, C3H9O4 overall in a non-equilibrium geometry, computed with the ωB97M-V functional and the def2-TZVPD basis.

Positions of all 16 atoms, in Å:
1 O -0.9705 -2.0747 -0.5787
2 C -0.2878 -1.0412 -0.4159
3 O -0.0933 -0.4149 0.6613
4 C 0.3191 -0.4239 -1.7056
5 C 1.5534 0.4466 -1.4661
6 H 0.5333 -1.1986 -2.4154
7 H -0.4900 0.2479 -1.9685
8 H 1.2913 1.2832 -0.8381
9 H 2.3078 -0.1262 -0.9154
10 H 2.0150 0.7088 -2.4134
11 H -0.6089 1.3553 1.8378
12 H -0.3604 2.2138 0.6361
13 O -0.5327 2.2864 1.5800
14 H -1.5754 -0.3279 2.7233
15 H -1.3494 -1.7003 2.2642
16 O -1.7516 -1.2341 3.0145

Summary:
E_HOMO: -0.171 hartree
E_tot: -11449.173 eV
M: 109.101 g mol⁻¹
relative energy (zero: lowest compared OMol25 entry of this formula, charge and spin): 2.2 kcal per mole
charge: -1

natural (NBO) atomic charge list, values in e, 2 entries: -0.770, 0.773


- The highest relative energy (zero: lowest compared OMol25 entry of this formula, charge and spin) belongs to which entry?
  C2H6OS